61
Properties=species:S:1:pos:R:3:forces:R:3:mulliken_charge:R:1 method="wB97M-V/def2-TZVPD" total_charge=-2 s2=0.75 multiplicity=2 homo_lumo_gap_ev="3.59 / 4.29" lumo_energy_ha="0.1450 / 0.1450" e_homo_ev="0.35 / -0.34"
H 0.3294 2.3835 -5.4986 -0.203 -0.020 -0.318 0.26
C -1.2324 -3.6230 0.3792 0.540 1.088 -0.667 -0.32
C -0.4389 -5.8224 1.8541 0.143 -0.648 0.808 -0.28
C -3.7268 -0.9918 -3.0850 1.221 -0.445 0.624 0.36
H -0.3140 -3.8875 -2.9467 0.412 -0.339 0.104 0.36
C 3.5717 -0.8711 2.5662 2.607 -1.854 3.713 0.85
C -0.3052 -3.4767 1.3911 0.510 0.316 -0.282 0.09
H -1.9112 -6.9000 0.6404 0.181 -0.273 0.344 0.38
O 0.3381 0.8499 1.7958 -1.429 1.472 1.566 -0.84
H 0.6282 6.6361 1.7828 0.038 -0.239 0.006 0.30
H -5.2678 -2.4114 -3.5002 -0.253 -0.067 0.212 0.33
C -3.3657 -3.4000 -3.1955 -0.478 1.604 -0.736 -0.74
C -1.4528 -1.8992 -2.9302 -2.042 1.534 0.126 -0.47
H 0.7258 -4.3677 2.9595 0.440 -0.329 -0.065 0.42
H 0.4308 3.6582 6.1010 0.556 -0.364 0.293 0.34
O 2.6603 -0.1818 3.0208 -4.451 4.521 3.404 -0.83
C 2.2739 1.3870 -2.4674 0.331 0.264 0.797 -0.20
C -1.3989 -5.9822 0.8886 0.428 0.370 -0.766 -0.72
H -2.0378 0.2259 -2.6741 0.402 -0.058 0.066 0.54
C 1.8709 2.0310 -1.2643 -0.171 -1.807 -1.612 -0.40
O 0.0445 6.3856 2.5027 -0.843 0.963 0.174 -0.60
O 0.8232 -0.6699 -0.2418 -1.332 -2.148 -5.488 -0.93
H -2.5901 -5.0906 -0.4746 0.195 0.725 -0.974 0.29
C 0.8425 2.9322 -1.3230 -0.031 0.470 0.364 -0.04
O 2.2912 1.5646 -0.0518 0.914 0.725 0.168 -0.36
C -4.2230 -2.2726 -3.2643 0.759 -0.678 0.051 -0.53
H 0.5376 3.3817 -0.3895 -0.291 -0.118 0.092 0.55
O 2.0480 1.8000 4.8355 -0.521 0.370 1.555 -0.58
H 1.9384 1.1655 4.1234 0.803 -1.573 -0.830 0.37
O -0.1152 2.8384 -4.7796 0.275 0.203 -0.932 -0.55
H 3.1814 1.9071 0.0573 0.347 -0.425 0.558 0.24
O -1.1831 -4.2267 -3.1730 0.985 -1.267 -0.044 -0.55
O 4.5192 -1.2889 3.3050 0.599 0.041 -0.832 -0.91
H -0.4041 -1.7437 -2.7237 0.208 0.014 0.049 0.11
H -3.7835 -4.3832 -3.3540 0.212 -0.139 0.077 0.45
C 0.1084 -4.5849 2.1004 0.099 1.117 0.863 -0.55
H -1.4950 -2.7738 -0.2343 -0.142 0.207 0.133 0.48
O 3.3044 -1.1886 1.4164 0.432 -2.471 -6.805 -0.75
C -2.3427 -0.7891 -2.8817 -0.251 -1.314 -0.333 -0.43
C 0.5310 5.2741 3.1290 1.985 -1.368 0.896 0.89
F 0.2246 -2.2610 1.7000 -0.812 -1.406 0.338 -0.02
C 0.2839 5.0096 4.5048 0.954 0.078 -1.797 -0.53
H -5.4291 -0.2096 -2.7414 -0.051 0.007 -0.012 0.28
H 3.0070 0.6015 -2.5771 0.189 -0.082 0.984 0.36
H 2.4488 2.4975 2.5692 0.229 0.209 -0.473 0.20
C 1.6082 2.9642 4.3652 -0.637 1.042 0.990 0.21
H -0.6436 3.8878 -2.5173 -0.038 0.023 -0.243 0.40
C 1.4371 4.4455 2.4359 -0.844 -0.912 1.213 -0.31
H 1.6061 4.5841 1.3782 0.148 0.136 -0.159 0.07
H 2.0140 1.1811 -4.5530 -0.078 0.004 -0.254 0.27
H -0.2599 5.7977 5.0043 -0.299 -0.292 0.475 0.34
C 0.2127 3.2296 -2.5199 0.600 0.097 0.154 -0.83
O -4.5482 0.0992 -2.9657 -0.161 0.291 -0.283 -0.54
C 1.9242 3.2942 3.0756 -0.199 0.788 -1.542 -0.10
C 0.8430 3.8622 5.1238 -1.191 0.915 -0.865 -0.64
V 1.3380 -0.2439 1.1660 3.126 0.908 3.491 1.47
H -0.1555 -6.6331 2.5090 0.067 -0.198 -0.001 0.33
C 1.7010 1.7110 -3.6655 -0.306 0.623 -0.068 -0.73
C -1.7040 -4.8783 0.1052 -1.703 -1.117 0.800 -0.13
C 0.6773 2.6422 -3.6829 -1.324 -0.127 0.608 1.06
C -1.9964 -3.1753 -3.1101 -0.854 0.953 0.283 0.80

67
Properties=species:S:1:pos:R:3:forces:R:3:mulliken_charge:R:1 method="wB97M-V/def2-TZVPD" total_charge=+1 multiplicity=1 homo_lumo_gap_ev=2.65 lumo_energy_ha=-0.2853 e_homo_ev=-10.41
H 2.2079 -0.3545 -1.6635 -0.080 0.042 -0.038 0.52
F -0.3161 -2.7095 1.2691 0.624 -0.610 -0.775 -0.39
H -5.7082 -0.6217 -1.9875 -0.015 -0.430 -0.090 0.46
H 1.2762 -0.0215 -4.4350 0.108 -0.261 -0.279 0.43
C -4.7260 0.5813 -0.5554 -0.112 -0.861 -0.447 -0.11
C -2.9701 -1.5655 -0.1924 -0.137 2.619 0.749 -0.13
H 3.1908 -4.5399 -0.8285 0.580 0.359 -0.479 0.43
C 3.3693 0.2961 5.2817 0.213 -1.043 0.315 -0.82
O 2.5938 1.8029 3.6516 -0.189 2.440 0.275 -0.56
C 3.5905 -1.0334 5.6779 0.399 1.522 -1.557 -0.50
C -3.6819 0.6827 0.3398 0.226 -0.775 -0.307 -0.63
O -2.7167 4.5093 -1.1331 3.870 -1.095 0.497 -0.46
O -2.0103 1.7362 -2.0101 0.083 2.020 1.893 0.21
O 3.0316 4.5008 -0.8512 -0.842 -1.092 2.534 -0.52
H -2.6532 1.2477 -1.4907 -0.742 -0.053 0.534 -0.20
H 0.6174 1.2086 -2.5781 -0.394 0.458 0.210 0.37
O 1.0101 2.2647 1.5470 1.893 -1.196 4.837 -1.06
H 0.3791 -0.5429 0.0431 -0.353 -0.055 -0.031 0.20
C 2.7932 -2.3981 -1.4838 0.685 -0.503 1.211 -0.85
H -5.3712 1.4119 -0.8010 0.021 0.158 0.337 0.39
H -2.7853 -0.9231 -5.5222 0.241 -0.354 -0.141 0.36
C -0.1806 0.8351 -3.2025 -1.243 -1.444 -0.831 -0.07
C 2.6487 -3.6112 -0.7288 -0.568 1.115 -1.504 -0.58
H -0.7298 -1.6058 -6.9613 -0.826 0.456 0.583 0.32
H 2.0820 -0.1718 2.1822 0.339 -0.070 -0.305 -0.02
V -1.1941 3.9249 -1.1780 -3.896 -0.403 -4.482 1.12
H 3.8159 -3.3894 6.0057 0.067 0.047 0.097 0.31
C -2.7948 -0.3660 0.5605 -0.422 -2.092 -1.337 -0.37
C 2.9097 0.5497 3.9956 -0.042 0.473 0.646 0.60
C 0.1977 2.3781 0.6156 4.519 2.943 1.535 2.15
H -2.2376 -2.3585 -0.2248 0.057 0.008 0.424 0.15
O -0.1735 -1.3622 -6.2178 1.427 0.663 1.767 -0.56
H 3.6070 -2.2015 -2.1661 0.140 -0.505 -0.095 0.41
V -0.2451 4.0910 2.7282 -3.989 -3.678 3.851 1.24
O -0.8826 2.8824 0.8010 -7.901 1.640 2.225 -0.52
C 1.5604 -3.7211 0.0834 -2.035 -0.477 0.979 -0.41
C 0.9250 -1.4266 -0.2528 1.171 -0.308 -0.709 0.78
C 0.2100 0.0315 -4.2714 1.806 0.461 0.349 -0.61
V 2.6326 3.6186 0.4356 1.570 -2.781 -2.950 1.21
O -3.9639 -2.7517 -1.9134 -1.393 0.720 -0.313 -0.58
H -3.4326 -3.4261 -1.4839 0.003 0.028 0.061 0.33
C 0.6807 -2.6692 0.3244 0.665 2.068 0.049 0.00
O 3.9229 -3.3162 5.0545 -0.692 1.115 -1.531 -0.52
C -1.5662 0.9287 -3.0014 2.553 0.303 -1.188 0.09
C 2.6477 -0.4000 3.0734 -0.089 -2.674 0.202 0.39
C 3.5269 -2.0140 4.6657 -0.178 -0.541 2.601 0.26
C -4.9144 -0.6248 -1.2552 -1.259 2.098 -0.376 -0.81
C -0.6406 -0.6292 -5.1097 -2.066 -1.238 -2.493 0.34
C -2.4431 0.3547 -3.8846 -0.559 -1.184 0.230 -0.35
H -3.5017 0.4301 -3.6842 -0.155 0.257 -0.101 0.55
O -0.2932 3.0150 3.9871 -0.122 3.996 -3.825 -0.42
O -1.5424 5.0556 2.8260 3.307 -2.111 -0.303 -0.48
H 2.8950 -2.5751 2.7930 -0.413 0.145 -0.453 0.43
H -1.9908 -0.2259 1.2678 0.139 -0.193 0.112 0.92
C -4.0382 -1.6238 -1.1020 3.034 -3.099 0.292 0.74
O 3.7186 2.4768 0.5606 -1.346 1.888 -0.289 -0.42
C 2.0014 -1.3038 -1.1918 -1.290 -0.804 1.079 -0.62
H 1.2266 -4.6675 0.4828 0.506 -0.255 0.354 0.43
C -2.0165 -0.5154 -4.8826 0.271 1.079 0.198 -0.65
O -3.4667 1.8392 0.9664 -0.292 1.950 0.789 -0.59
H 3.5492 1.1385 5.9331 -0.154 -0.051 0.186 0.41
H -2.5283 2.0158 1.0657 -0.090 -0.187 0.207 0.09
H 3.9364 -1.2304 6.6818 0.042 -0.214 0.009 0.32
H 1.9320 1.7761 2.9567 0.030 -0.247 -0.008 0.44
C 2.9579 -1.7122 3.4394 0.817 -0.982 -0.331 -0.48
O -0.6955 4.2203 -2.6751 -0.433 -0.284 3.053 -0.44
O 0.7669 2.8051 -0.3767 2.910 1.079 -7.702 -0.65

58
Properties=species:S:1:pos:R:3:forces:R:3:mulliken_charge:R:1 method="wB97M-V/def2-TZVPD" total_charge=+1 multiplicity=1 homo_lumo_gap_ev="6.26 / 6.26" e_above_lowest_kj_mol=0.0 lumo_energy_ha="-0.1517 / -0.1517" e_homo_ev="-10.39 / -10.39"
H -2.1585 2.0580 -1.9449 -0.144 -0.229 -0.197 0.48
C 0.8419 3.6360 0.8050 0.053 -0.119 0.508 -0.15
C -3.2630 0.5714 -0.0766 0.086 0.082 0.043 0.47
C 3.0109 -2.2904 -1.8931 0.014 0.009 -0.020 -0.69
I -7.1079 -1.0578 1.0743 -0.095 -0.052 0.008 0.12
C -2.9950 1.5659 0.8795 0.257 -0.113 -0.351 0.26
N -1.4976 1.3333 -1.6717 0.152 0.428 0.057 -0.71
C -5.1184 1.0431 1.9416 0.022 0.115 0.096 -0.26
C -0.6628 0.9507 -2.8316 0.153 -0.010 0.078 -0.79
H -2.7554 -0.3442 -1.9325 0.002 0.029 -0.020 0.57
H 3.2105 -2.3481 1.9593 -0.022 -0.013 -0.004 0.50
C -5.3646 0.0664 0.9904 0.026 0.007 0.031 -0.45
H 2.3106 3.9072 -1.1381 0.003 -0.074 0.066 0.46
H -0.7491 1.1207 2.3630 -0.010 -0.062 0.024 0.62
H 1.3570 0.5745 -4.5754 -0.013 0.019 -0.022 0.48
C -2.2513 0.1899 -1.1225 -0.031 -0.201 0.125 -0.66
H 1.0650 -1.4138 -1.6243 0.001 -0.043 0.011 0.30
H 4.0394 3.4484 -2.8524 0.005 -0.006 0.009 0.44
H 1.0835 -3.4941 3.4360 0.016 0.010 -0.007 0.36
C 0.4371 -0.0696 0.9239 -0.115 0.088 0.553 0.53
C 3.1006 2.9151 -2.8790 -0.002 0.034 -0.079 -0.74
H -5.8327 1.2240 2.7329 0.015 0.046 -0.001 0.38
C 1.9447 -1.8194 -1.1442 -0.070 -0.045 0.000 -0.18
N 0.5876 -1.8535 2.2364 0.074 0.015 0.064 -0.01
H 1.1253 -3.7925 1.6928 0.015 0.018 0.017 0.43
H -0.0027 -1.5639 4.9136 0.000 -0.002 0.000 0.37
O 0.6867 0.6553 -0.1131 0.015 0.623 -0.197 -1.33
Ir -0.2816 2.4349 -0.2663 -1.230 -1.678 -1.304 3.17
C 1.6059 1.3225 -3.8341 -0.065 0.071 -0.084 -0.69
H -1.5152 -0.4941 -0.6915 0.056 -0.008 -0.097 0.22
N 1.5234 4.4238 1.3034 0.071 0.024 0.018 -0.67
C 3.1424 -2.3621 0.8791 0.032 0.077 0.053 0.24
C -0.1672 -0.9413 2.8802 0.109 -0.057 0.036 -0.12
H -4.6400 -0.9292 -0.7503 0.050 0.019 -0.025 0.41
C 4.1323 -2.8140 -1.2660 -0.019 0.008 0.023 -0.54
C 4.1939 -2.8501 0.1195 0.009 -0.006 -0.021 -0.75
C 2.1466 3.1793 -1.9208 -0.086 0.185 -0.057 -0.30
H -1.5166 -2.0251 4.1321 -0.012 0.007 -0.010 0.38
C 0.5880 -3.2884 2.4896 -0.069 -0.075 -0.035 -1.08
N 0.9549 2.5558 -1.9073 0.729 -0.195 0.302 -0.07
N 0.9318 -1.3373 1.0061 -0.033 0.033 -0.233 0.55
H -1.1992 1.1374 -3.7645 0.037 0.003 -0.012 0.59
C 2.0166 -1.8616 0.2400 0.113 -0.003 -0.041 -0.10
C -3.9507 1.7854 1.8802 -0.059 -0.070 0.037 -0.08
H -0.4330 -3.6684 2.5222 -0.004 0.015 -0.012 0.38
H -1.2431 -0.3423 4.5995 -0.016 0.000 -0.009 0.39
C -4.4419 -0.1631 -0.0100 0.050 -0.012 -0.146 -0.79
O -1.8890 2.3100 0.8980 0.153 0.878 0.691 -1.14
H 5.0698 -3.2446 0.6158 0.004 0.002 -0.002 0.41
C 0.6822 1.6438 -2.8568 -0.169 0.075 -0.035 0.73
I -3.5594 3.2392 3.3048 -0.010 0.059 0.123 0.08
C 2.8322 1.9625 -3.8488 0.004 0.021 0.031 -0.39
H -0.4777 -0.1233 -2.7843 -0.080 -0.012 0.049 0.27
H 2.9618 -2.2536 -2.9733 -0.005 -0.017 -0.002 0.42
H 3.5651 1.7247 -4.6077 0.006 -0.011 0.006 0.46
C -0.7658 -1.2363 4.2071 -0.008 -0.003 0.003 -1.66
H 4.9584 -3.1888 -1.8544 0.000 -0.002 -0.003 0.41
C -0.2665 0.1917 2.1092 0.034 0.121 -0.032 -0.54